(i)
{"formula": "C4H5ClN2", "method": "the ωB97M-V functional and the def2-TZVPD basis", "homo_lumo_gap_ev": [8.23, 8.22], "homo_ev": [-8.190, -8.329], "species": ["C", "C", "C", "C", "N", "N", "Cl", "H", "H", "H", "H", "H"], "xyz": [[-0.2041, 0.0067, 0.3124], [-0.7748, 1.6228, -1.6521], [0.8668, -1.0139, 0.4474], [0.0802, -1.2219, 1.7677], [-0.8684, -0.1424, 1.3803], [0.2008, 1.9000, -2.3199], [-2.4209, 1.9481, -1.6068], [0.8358, -1.8292, -0.2693], [1.8767, -0.6255, 0.5438], [-0.4210, -2.1835, 1.8621], [0.6277, -0.9679, 2.6730], [0.2011, 2.5066, -3.1385]], "mulliken_charge": [0.107, 0.326, -0.370, -0.267, -0.453, -0.425, -0.102, 0.212, 0.213, 0.247, 0.247, 0.265]}

=====

(ii)
{"formula": "C4H5ClN2", "method": "the ωB97M-V functional and the def2-TZVPD basis", "homo_lumo_gap_ev": 8.46, "homo_ev": -8.074, "species": ["C", "C", "C", "C", "N", "N", "Cl", "H", "H", "H", "H", "H"], "xyz": [[-1.3440, -1.1958, 2.2284], [-1.0280, 0.2041, 0.2436], [1.1296, -0.7314, 0.4520], [0.5708, 0.6128, -1.4414], [-1.3908, -0.3649, 1.3395], [0.2721, 0.0121, -0.1967], [2.7227, -0.6453, -0.2055], [-0.9697, -0.8487, 3.1682], [-1.7586, 0.6396, -0.3775], [1.5168, 1.1689, -1.3847], [0.5728, -0.2326, -2.1316], [-0.2937, 1.3812, -1.6943]], "mulliken_charge": [-0.212, -0.025, -0.364, -0.969, -0.050, 0.222, -0.159, 0.236, 0.321, 0.342, 0.371, 0.288]}

=====

(iii)
{"formula": "C4H5ClN2", "method": "the ωB97M-V functional and the def2-TZVPD basis", "homo_lumo_gap_ev": 9.29, "smiles": "C[C@]1(Cl)C=CN=N1", "homo_ev": -9.760, "species": ["C", "C", "Cl", "C", "C", "N", "N", "H", "H", "H", "H", "H"], "xyz": [[-0.1650, 0.9309, -0.8905], [-1.2125, -0.2672, -0.0814], [-2.7705, 0.5577, 0.1943], [-0.5418, -0.8024, 1.1422], [-0.1548, -1.9931, 0.6777], [-0.5164, -2.2302, -0.5935], [-1.2333, -1.3527, -1.0886], [0.8579, 0.9190, -0.6194], [-0.6206, 1.8677, -0.9207], [-0.1052, 0.4467, -1.8349], [-0.3601, -0.2938, 2.0725], [0.3293, -2.8461, 1.0236]], "mulliken_charge": [-1.316, 0.926, -0.203, -0.452, -0.461, -0.327, -0.277, 0.363, 0.406, 0.419, 0.356, 0.566]}

=====

Which is most stable? The ranking, best first, is (iii), (ii), (i).

=====

(i)
{"formula": "C4H5ClN2", "method": "the ωB97M-V functional and the def2-TZVPD basis", "homo_lumo_gap_ev": 9.08, "smiles": "ClC1=CCNN=C1", "homo_ev": -8.481, "species": ["Cl", "C", "C", "C", "N", "N", "C", "H", "H", "H", "H", "H"], "xyz": [[-2.2836, 0.0211, -0.0726], [-0.5563, 0.0726, 0.0635], [0.1397, 1.2057, -0.0026], [1.6304, 1.1017, 0.1969], [2.0658, -0.1712, -0.3629], [1.4081, -1.3050, -0.0077], [0.1427, -1.1879, 0.2172], [-0.3336, 2.1698, -0.1217], [2.1847, 1.9176, -0.3260], [1.8880, 1.1844, 1.2797], [3.0515, -0.3211, -0.3086], [-0.4265, -2.1286, 0.4547]], "mulliken_charge": [-0.204, 0.464, -0.472, -0.355, -0.164, -0.549, -0.218, 0.374, 0.314, 0.216, 0.254, 0.341]}

=====

(ii)
{"formula": "C4H5ClN2", "method": "the ωB97M-V functional and the def2-TZVPD basis", "homo_lumo_gap_ev": 9.60, "smiles": "C=N/N=C\\C(=C)Cl", "homo_ev": -9.399, "species": ["C", "N", "N", "C", "C", "C", "Cl", "H", "H", "H", "H", "H"], "xyz": [[-2.1794, -0.9971, 0.3794], [-1.9361, -0.4084, -0.7828], [-1.2587, 0.7420, -0.5693], [-0.0577, 0.8574, -0.3662], [1.1292, 0.0102, -0.2738], [2.3547, 0.5277, -0.0055], [1.0937, -1.6794, -0.4157], [-1.9079, -0.7300, 1.5377], [-3.1098, -1.6881, 0.1314], [0.1503, 1.9355, -0.0414], [3.3263, -0.1473, 0.0238], [2.3954, 1.5775, 0.3823]], "mulliken_charge": [-0.231, -0.455, -0.110, -0.145, 0.680, -0.702, -0.181, 0.221, 0.259, 0.208, 0.239, 0.217]}

=====

Which is most stable? The ranking, best first, is (i), (ii).

=====

(i)
{"formula": "C3H9O2P", "method": "the ωB97M-V functional and the def2-TZVPD basis", "homo_lumo_gap_ev": 10.02, "smiles": "CC(C)POO", "homo_ev": -9.083, "species": ["C", "C", "C", "P", "O", "O", "H", "H", "H", "H", "H", "H", "H", "H", "H"], "xyz": [[1.3173, 0.1919, -1.4357], [0.6766, -0.0998, -0.0066], [0.0066, -1.4128, -0.0745], [-0.7061, 1.2819, 0.3568], [-1.2333, 1.0376, 1.9001], [-2.4085, 0.2405, 1.9103], [0.6422, 0.2628, -2.2776], [1.9674, 1.0835, -1.5429], [1.9722, -0.6936, -1.7252], [1.5821, 0.1016, 0.6166], [0.4963, -2.1296, -0.6839], [-0.9968, -1.3858, -0.5905], [-0.2958, -1.7562, 0.9564], [0.0547, 2.4125, 0.9559], [-3.0751, 0.8656, 1.6406]], "mulliken_charge": [-1.418, 0.339, -1.324, 0.069, -0.216, -0.329, 0.396, 0.364, 0.356, 0.326, 0.420, 0.339, 0.301, 0.046, 0.333]}

=====

(ii)
{"formula": "C3H9O2P", "method": "the ωB97M-V functional and the def2-TZVPD basis", "homo_lumo_gap_ev": 8.57, "smiles": "C[C@@H](O)[PH2]=CO", "homo_ev": -7.933, "species": ["C", "C", "O", "P", "C", "O", "H", "H", "H", "H", "H", "H", "H", "H", "H"], "xyz": [[-1.5364, -1.3022, -0.3624], [-1.0040, 0.2348, -0.6125], [-1.8934, 1.1953, -0.0766], [0.5828, 0.4127, 0.3929], [2.3050, -0.1654, -0.1802], [3.2411, 0.4639, 0.6798], [-2.5917, -1.3482, -0.3227], [-1.2117, -1.7411, -1.2842], [-1.1509, -1.6243, 0.5188], [-0.9606, 0.4122, -1.6381], [-1.7651, 1.2489, 0.9239], [-0.3635, 0.4498, 1.4866], [0.5667, 1.8147, 0.3432], [2.4015, -1.2829, 0.0873], [3.3803, 1.2317, 0.0443]], "mulliken_charge": [-1.132, -0.207, -0.522, 0.300, -0.485, -0.445, 0.325, 0.323, 0.397, 0.509, 0.375, -0.020, 0.034, 0.175, 0.372]}

=====

Which is most stable? The ranking, best first, is (i), (ii).

=====

(i)
{"formula": "C3H10NO3", "method": "the ωB97M-V functional and the def2-TZVPD basis", "total_charge": 1, "homo_lumo_gap_ev": 12.85, "smiles": "C[NH+](C)C(O)(O)O", "homo_ev": -16.218, "species": ["C", "N", "C", "C", "O", "O", "O", "H", "H", "H", "H", "H", "H", "H", "H", "H", "H"], "xyz": [[1.5707, 0.4262, 0.5623], [0.1420, 0.6108, 0.1915], [-0.1008, 1.2044, -1.1481], [-0.5919, -0.8018, 0.3359], [-1.9378, -0.4564, 0.4405], [-0.2866, -1.7021, 1.2987], [-0.3803, -1.4327, -1.0026], [1.5682, 0.1627, 1.6683], [1.9991, -0.3121, -0.1576], [2.0461, 1.3656, 0.4222], [-0.1809, 1.2079, 1.0167], [-0.3159, 2.2483, -1.0670], [0.8016, 1.1183, -1.6208], [-0.8090, 0.6350, -1.7361], [-2.4169, -0.3730, -0.3594], [-0.7881, -1.5151, 2.1156], [-0.3195, -2.3861, -0.9601]], "mulliken_charge": [-0.972, -0.045, -0.782, 0.579, -0.494, -0.471, -0.500, 0.325, 0.380, 0.452, 0.412, 0.341, 0.363, 0.366, 0.355, 0.376, 0.314]}

=====

(ii)
{"formula": "C3H10NO3", "method": "the ωB97M-V functional and the def2-TZVPD basis", "total_charge": 1, "homo_lumo_gap_ev": 12.46, "homo_ev": -15.806, "species": ["C", "C", "C", "N", "O", "O", "O", "H", "H", "H", "H", "H", "H", "H", "H", "H", "H"], "xyz": [[1.2314, -0.9807, 0.5797], [0.5993, -0.0290, -0.4712], [0.0971, 1.0806, 0.2622], [-1.1301, 1.1775, 0.6662], [1.5251, 0.4948, -1.4363], [-2.4740, -0.8863, -0.2196], [0.9170, 2.0121, 0.5023], [0.4720, -1.4069, 1.2251], [1.5156, -1.8441, 0.0643], [1.9808, -0.5176, 1.1750], [-0.2299, -0.5833, -1.0178], [-1.8340, 0.3262, 0.5133], [-1.3801, 2.0048, 1.1924], [-1.8143, -0.9609, -0.8817], [1.9832, -0.1083, -1.9726], [-3.2251, -1.4570, -0.3053], [1.7660, 1.6782, 0.1238]], "mulliken_charge": [-1.056, 0.413, 0.664, -0.279, -0.567, -0.579, -0.448, 0.376, 0.443, 0.245, -0.164, 0.352, 0.240, 0.298, 0.345, 0.322, 0.395]}

=====

Which is most stable? The ranking, best first, is (ii), (i).

=====

(i)
{"formula": "C18H21BBaClF6N9O8S5", "method": "the ωB97M-V functional and the def2-TZVPD basis", "total_charge": -2, "homo_lumo_gap_ev": 6.18, "homo_ev": -2.065, "species": ["Ba", "C", "C", "N", "N", "C", "N", "S", "C", "C", "C", "C", "C", "N", "H", "H", "H", "H", "H", "H", "H", "H", "H", "F", "C", "F", "F", "S", "O", "O", "N", "S", "O", "O", "C", "F", "F", "F", "C", "N", "C", "C", "N", "B", "N", "C", "C", "N", "C", "C", "S", "C", "S", "H", "H", "H", "H", "H", "H", "H", "H", "H", "H", "H", "H", "O", "Cl", "O", "O", "O"], "xyz": [[-0.8242, -0.6670, -1.1976], [3.4632, -3.6589, -0.9385], [2.3969, -2.6010, -0.8345], [1.1345, -2.8607, -0.7940], [0.8094, -4.1769, -0.8381], [-0.4587, -4.4794, -0.6173], [-0.6739, -5.8494, -0.6814], [-1.8334, -3.5248, -0.2787], [2.8406, -1.1981, -0.6672], [4.1981, -0.8710, -0.7344], [4.6033, 0.4233, -0.4583], [3.6560, 1.3684, -0.1102], [2.3266, 0.9719, -0.0921], [1.9291, -0.2612, -0.3736], [4.0629, -3.5222, -1.8437], [2.9914, -4.6342, -0.9712], [4.1378, -3.6103, -0.0798], [0.1537, -6.3937, -0.4898], [-1.5112, -6.1394, -0.2050], [4.9293, -1.6250, -0.9848], [5.6544, 0.6840, -0.5047], [3.9228, 2.3871, 0.1357], [1.5411, 1.6711, 0.1838], [0.6706, -1.7245, -5.9968], [0.8606, -0.7650, -5.0873], [1.2552, 0.3410, -5.7241], [1.8338, -1.1506, -4.2632], [-0.7152, -0.4666, -4.1761], [-0.9080, -1.7079, -3.4600], [-1.6635, -0.0529, -5.1515], [-0.1601, 0.6508, -3.2123], [-0.8698, 1.9688, -2.6824], [-1.9164, 2.4828, -3.4932], [-0.9951, 1.8991, -1.2469], [0.5318, 3.1362, -2.9561], [0.1891, 4.3424, -2.4987], [0.7915, 3.2430, -4.2634], [1.6456, 2.7494, -2.3373], [-2.5141, 4.1369, 0.4914], [-2.7674, 2.9461, 1.2642], [-4.0094, 2.3576, 1.4166], [-3.8058, 1.2030, 2.0804], [-2.4552, 1.0753, 2.3355], [-1.8622, -0.3135, 2.7647], [-0.6936, -0.1007, 3.7618], [-0.8092, 0.7488, 4.8381], [0.3677, 0.7852, 5.4921], [1.2179, -0.0657, 4.8078], [2.5959, -0.3125, 5.1350], [0.5569, -0.6180, 3.7385], [1.2193, -1.7538, 2.6801], [-1.8125, 2.1520, 1.8338], [-0.1533, 2.5112, 1.9100], [-2.9730, 5.0089, 0.9646], [-2.9143, 4.0089, -0.5151], [-1.4366, 4.2757, 0.4454], [-4.8979, 2.7811, 0.9832], [-4.4946, 0.4274, 2.3601], [-2.7687, -0.8953, 3.3337], [-1.5452, -0.8965, 1.7682], [-1.7216, 1.2888, 5.0215], [0.6889, 1.3479, 6.3507], [2.7088, -0.3963, 6.2175], [3.2400, 0.4896, 4.7644], [2.8893, -1.2430, 4.6517], [-3.0635, -0.0920, -2.1399], [-4.3940, 0.5462, -2.1985], [-5.3237, -0.3105, -1.5195], [-4.7607, 0.7083, -3.5746], [-4.3080, 1.8207, -1.5387]], "mulliken_charge": [1.479, -1.717, 0.050, 1.536, -1.314, 0.231, -0.537, -0.328, 0.344, -0.691, -0.579, -1.018, -0.148, 0.805, 0.284, 0.463, 0.302, 0.240, 0.244, 0.426, 0.378, 0.506, -0.071, -0.216, 0.544, -0.230, -0.167, 1.381, -0.710, -0.653, -0.769, 1.144, -0.705, -0.323, 0.379, -0.205, -0.219, -0.140, -1.061, 0.336, -0.344, -0.916, 0.232, 0.643, 0.335, -0.668, -0.543, 0.254, -1.010, -0.173, -0.519, -0.140, -0.437, 0.345, 0.271, 0.295, 0.468, 0.449, -0.272, -0.335, 0.427, 0.451, 0.364, 0.287, 0.312, -0.709, 1.648, -0.704, -0.679, -0.603]}

=====

(ii)
{"formula": "C18H21BBaClF6N9O8S5", "method": "the ωB97M-V functional and the def2-TZVPD basis", "total_charge": -2, "homo_lumo_gap_ev": 6.55, "homo_ev": -2.762, "species": ["Ba", "C", "C", "N", "N", "C", "N", "S", "C", "C", "C", "C", "C", "N", "H", "H", "H", "H", "H", "H", "H", "H", "H", "F", "C", "F", "F", "S", "O", "O", "N", "S", "O", "O", "C", "F", "F", "F", "C", "N", "C", "C", "N", "B", "N", "C", "C", "N", "C", "C", "S", "C", "S", "H", "H", "H", "H", "H", "H", "H", "H", "H", "H", "H", "H", "O", "Cl", "O", "O", "O"], "xyz": [[0.4200, 0.9003, 0.1125], [-3.9444, -0.5008, 1.9264], [-2.5692, -0.8211, 1.4318], [-1.4769, -0.6077, 2.0690], [-1.6355, -0.2728, 3.4111], [-1.0842, 0.8163, 3.8181], [-1.2191, 1.0822, 5.1828], [-0.2364, 2.0181, 2.9080], [-2.4748, -1.5136, 0.1176], [-1.5036, -2.4909, -0.0837], [-1.5059, -3.2044, -1.2712], [-2.4621, -2.8966, -2.2232], [-3.3838, -1.9011, -1.9335], [-3.4191, -1.2317, -0.7847], [-4.3821, 0.2408, 1.2564], [-3.9107, -0.1211, 2.9424], [-4.5791, -1.3870, 1.8682], [-1.3939, 0.2526, 5.7310], [-0.4893, 1.6802, 5.5364], [-0.7839, -2.6970, 0.6978], [-0.7619, -3.9625, -1.4684], [-2.4608, -3.4062, -3.1770], [-4.1363, -1.6220, -2.6642], [-1.3344, 4.3449, -4.0156], [-1.5874, 4.1521, -2.7238], [-2.7588, 4.7240, -2.4306], [-0.6358, 4.7573, -2.0088], [-1.6906, 2.3544, -2.3321], [-1.8713, 2.3114, -0.8941], [-2.7280, 1.8456, -3.1748], [-0.2102, 1.9513, -2.7187], [0.1473, 0.4407, -3.1018], [1.5709, 0.3232, -3.0305], [-0.6531, -0.4563, -2.3085], [-0.3475, 0.2392, -4.8981], [-1.4554, -0.4729, -4.9920], [0.6289, -0.3330, -5.5733], [-0.5698, 1.4512, -5.4257], [1.8100, -1.1638, 3.7404], [2.5414, 0.0781, 3.8634], [2.6728, 0.8351, 5.0070], [3.3618, 1.9437, 4.6546], [3.6514, 1.8725, 3.3123], [4.5091, 2.9438, 2.5264], [3.6228, 3.4486, 1.3433], [2.2719, 3.6490, 1.4741], [1.7475, 3.9003, 0.2518], [2.8120, 3.8733, -0.6393], [2.7101, 4.0768, -2.0677], [3.9748, 3.6156, 0.0403], [5.5125, 3.5811, -0.6470], [3.1334, 0.7270, 2.8300], [3.2297, 0.1213, 1.2332], [1.4566, -1.4517, 4.7290], [2.4571, -1.9386, 3.3318], [0.9496, -1.0397, 3.0838], [2.2575, 0.5199, 5.9476], [3.6757, 2.7878, 5.2413], [5.5114, 2.4408, 2.1071], [4.7131, 3.8424, 3.3214], [1.7860, 3.5881, 2.4322], [0.7520, 4.1857, -0.0477], [2.1162, 4.9685, -2.2722], [2.2455, 3.2176, -2.5536], [3.7208, 4.2029, -2.4486], [1.6908, -4.6893, -4.8182], [0.6813, -4.1749, -3.9275], [-0.4261, -5.1113, -3.8501], [0.1886, -2.9082, -4.4212], [1.2350, -3.9958, -2.6026]], "mulliken_charge": [0.796, -1.254, 0.589, 0.349, -1.184, 0.307, -0.529, -0.258, 0.283, -0.413, -0.529, -0.399, -0.420, -0.465, 0.233, 0.435, 0.319, 0.254, 0.253, 0.430, 0.599, 0.412, 0.368, -0.221, 0.460, -0.210, -0.184, 1.150, -0.545, -0.662, -0.272, 0.502, -0.668, 0.050, 0.417, -0.209, -0.189, -0.215, -0.791, 0.418, -0.543, -0.550, 0.107, 0.263, 0.245, -0.378, -1.595, 0.426, -0.745, -0.086, -0.519, -0.187, -0.251, 0.278, 0.365, 0.208, 0.481, 0.468, -0.123, -0.226, 0.822, 0.781, 0.248, 0.211, 0.329, -0.733, 1.693, -0.699, -0.637, -0.659]}

=====

Which is most stable? The ranking, best first, is (ii), (i).

=====

(i)
{"formula": "C5H5ClN2", "method": "the ωB97M-V functional and the def2-TZVPD basis", "homo_lumo_gap_ev": 9.38, "smiles": "C=C(Cl)c1ncc[nH]1", "homo_ev": -8.619, "species": ["C", "C", "Cl", "C", "N", "C", "C", "N", "H", "H", "H", "H", "H"], "xyz": [[-0.4941, -1.5092, -1.9661], [0.2300, -0.5457, -1.4189], [1.4956, 0.2202, -2.3275], [0.0258, 0.0151, -0.0595], [-0.8656, -0.4179, 0.7741], [-0.7284, 0.3232, 1.9243], [0.2807, 1.2199, 1.7320], [0.7594, 1.0421, 0.4657], [-0.3287, -1.8225, -3.0300], [-1.2250, -2.1121, -1.4007], [-1.1974, 0.1780, 2.9405], [0.6165, 1.8986, 2.4396], [1.4312, 1.5104, -0.0736]], "mulliken_charge": [-0.711, 0.457, -0.240, 0.244, -0.541, -0.245, -0.356, -0.064, 0.251, 0.311, 0.309, 0.437, 0.150]}

=====

(ii)
{"formula": "C5H5ClN2", "method": "the ωB97M-V functional and the def2-TZVPD basis", "homo_lumo_gap_ev": 9.93, "smiles": "ClCc1ccnnc1", "homo_ev": -9.501, "species": ["Cl", "C", "C", "C", "C", "N", "N", "C", "H", "H", "H", "H", "H"], "xyz": [[-2.6993, 0.3131, -0.1373], [-1.4014, -0.8631, 0.2139], [-0.0026, -0.2776, 0.1371], [0.3839, 1.0290, 0.1157], [1.7928, 1.2731, 0.0760], [2.6995, 0.3507, -0.1079], [2.3452, -0.9284, -0.1283], [1.0463, -1.2212, -0.0412], [-1.5207, -1.1618, 1.2464], [-1.4740, -1.7371, -0.4383], [-0.2745, 1.9538, 0.1552], [2.2226, 2.3180, 0.0690], [0.7081, -2.2923, -0.0543]], "mulliken_charge": [-0.192, -0.455, 0.595, -0.236, -0.231, -0.416, -0.373, -0.298, 0.324, 0.323, 0.289, 0.359, 0.311]}

=====

Which is most stable? The ranking, best first, is (i), (ii).